No. 1
The following is a DFT calculation (ωB97M-V/def2-TZVPD) of an isolated molecule of C2ClF3S at a distorted geometry.

Summary:
E_HOMO (spin up / spin down) (Ha): -0.3216 / -0.3051
Kohn-Sham gap (spin up / spin down) (eV): 8.2 / 7.8
Relative energy (zero: lowest compared OMol25 entry of this formula, charge and spin) (kJ/mol): 269.7

Positions of all 7 atoms, in Å:
Cl1 -1.89 -1.23 0.23
S1 0.19 1.00 0.10
F1 1.44 -1.51 -0.03
F2 2.57 0.28 0.11
F3 -2.36 1.30 -0.07
C1 -1.31 0.35 -0.05
C2 1.37 -0.19 -0.29

No. 2
The following is a DFT calculation (ωB97M-V/def2-TZVPD) of a cluster of 2 separate species, C5H11NO2 in total at a distorted geometry.

Summary:
SMILES string: C=C(C)C.NC(=O)O
E_HOMO (Ha): -0.3109
Kohn-Sham gap (eV): 9.0
Relative energy (zero: lowest compared OMol25 entry of this formula, charge and spin) (kJ/mol): 223.5

Positions of all 19 atoms, in Å:
O1 -0.77 0.33 -1.45
O2 -2.45 1.02 -0.09
N1 -2.01 -1.21 -0.26
C1 -0.12 0.23 1.21
C2 0.92 0.10 0.29
C3 1.45 -1.25 -0.06
C4 1.68 1.29 -0.18
C5 -1.50 0.08 -0.44
H1 -0.30 1.21 1.65
H2 2.01 1.16 -1.22
H3 -2.80 -1.27 0.37
H4 1.86 -1.27 -1.06
H5 0.66 -2.00 0.02
H6 -2.00 -1.75 -1.12
H7 -2.13 1.85 -0.48
H8 2.24 -1.50 0.65
H9 2.56 1.40 0.46
H10 1.09 2.20 -0.11
H11 -0.39 -0.62 1.83

No. 3
The following is a DFT calculation (ωB97M-V/def2-TZVPD) of a structure of composition C12H46B4KO6Pb at a distorted geometry.

Summary:
E_HOMO (Ha): -0.1611
Total charge: -1
Kohn-Sham gap (eV): 5.8

Positions of all 70 atoms, in Å:
Pb1 -10.67 -8.83 -2.80
K1 -8.52 -9.98 -6.89
O1 -5.57 -4.25 -5.18
O2 -9.40 -7.59 -0.95
O3 -8.20 -4.44 -6.71
O4 -1.80 -6.40 -1.57
O5 -4.31 -7.73 -1.55
O6 -9.71 -10.29 -0.64
C1 -9.45 -6.15 -0.94
C2 -1.90 -7.76 -1.95
C3 -3.30 -8.05 -2.50
C4 -8.75 -3.69 -5.64
C5 -9.24 -8.12 0.38
C6 -6.45 -5.38 -5.16
C7 -8.92 -9.66 0.33
C8 -5.60 -7.67 -2.14
C9 -9.50 -11.67 -0.74
C10 -4.99 -3.97 -6.42
C11 -7.40 -5.55 -6.33
C12 -1.60 -5.57 -2.72
B1 -8.56 -8.49 -4.26
B2 -11.65 -6.67 -4.15
B3 -11.53 -7.82 -7.51
B4 -11.01 -11.12 -4.19
H1 -1.69 -8.42 -1.11
H2 -12.71 -6.33 -3.91
H3 -9.21 -4.33 -4.89
H4 -10.60 -8.25 -7.01
H5 -7.70 -8.63 -4.96
H6 -11.07 -6.42 -3.19
H7 -11.72 -8.07 -8.61
H8 -8.29 -7.67 -3.53
H9 -12.44 -8.19 -6.95
H10 -11.51 -6.70 -7.35
H11 -9.51 -8.32 -4.84
H12 -8.04 -3.07 -5.07
H13 -5.78 -6.25 -5.16
H14 -11.47 -10.95 -3.16
H15 -9.88 -11.13 -4.23
H16 -5.56 -3.83 -7.34
H17 -6.09 -6.76 -1.78
H18 -2.46 -5.40 -3.37
H19 -3.33 -9.13 -2.71
H20 -6.86 -5.82 -7.24
H21 -11.45 -12.06 -4.64
H22 -1.09 -8.07 -2.62
H23 -3.45 -7.49 -3.43
H24 -10.11 -7.80 0.95
H25 -10.34 -12.22 -1.17
H26 -11.37 -10.28 -4.86
H27 -8.41 -7.58 0.83
H28 -8.68 -11.80 -1.45
H29 -6.90 -5.34 -4.17
H30 -8.08 -6.36 -6.04
H31 -10.39 -5.85 -0.45
H32 -5.63 -7.67 -3.23
H33 -9.27 -12.15 0.22
H34 -11.28 -6.00 -4.98
H35 -4.30 -4.81 -6.58
H36 -9.46 -2.94 -5.99
H37 -8.59 -9.50 -3.74
H38 -9.40 -5.73 -1.93
H39 -8.70 -5.75 -0.26
H40 -9.06 -10.09 1.32
H41 -4.40 -3.07 -6.28
H42 -11.57 -7.74 -4.51
H43 -7.88 -9.76 -0.02
H44 -0.65 -5.82 -3.20
H45 -6.26 -8.49 -1.83
H46 -1.37 -4.61 -2.25

| no. | molecular weight (g/mol) |
| --- | --- |
| 1 | 148.536 |
| 2 | 117.148 |
| 3 | 576.040 |